{
  "formula": "C4H15N2O2",
  "method": "ωB97M-V/def2-TZVPD",
  "homo_lumo_gap_ev": 9.21,
  "relative_energy_kj_mol": 194.52,
  "charge": 1,
  "homo_energy_ev": -12.09,
  "energy_ev": -11459.2416,
  "elements": ["O", "O", "N", "N", "C", "C", "C", "C", "H", "H", "H", "H", "H", "H", "H", "H", "H", "H", "H", "H", "H", "H", "H"],
  "xyz": [[-3.186, -0.612, 1.718], [-1.535, 1.580, 1.456], [-1.935, -0.382, -0.779], [2.507, -0.130, 0.887], [2.650, 0.383, -0.452], [-0.581, 0.097, -1.174], [1.796, -0.440, -1.436], [0.410, -0.803, -1.190], [2.807, 0.483, 1.662], [2.681, -1.091, 1.133], [3.631, 0.313, -0.824], [2.390, 1.460, -0.560], [-2.516, -0.381, -1.619], [-2.462, 0.238, -0.127], [-1.860, -1.325, -0.416], [1.875, 0.037, -2.463], [-3.482, -1.234, 2.398], [0.061, -1.849, -0.974], [-0.590, 1.130, -1.415], [-0.787, 2.156, 1.240], [2.434, -1.343, -1.634], [-2.506, -0.156, 2.233], [-1.802, 1.868, 2.338]],
  "forces_ev_per_a": [[0.32, -0.31, 0.92], [0.23, 0.25, 0.01], [-0.25, 1.01, -1.02], [-0.59, 1.31, 1.69], [-1.65, 0.11, 0.14], [0.06, -1.56, 0.62], [2.82, -0.67, -2.63], [-2.42, 0.34, 0.94], [-0.14, -0.56, -1.00], [0.32, 0.01, -0.65], [1.50, -0.07, -0.59], [-0.10, -0.63, 0.70], [-0.14, -0.39, -0.05], [0.83, -0.55, 0.26], [-0.39, -0.06, 0.38], [-0.22, -0.14, 1.12], [-0.47, -0.18, -0.45], [0.89, 0.90, -0.08], [0.36, 0.71, -0.11], [-0.10, -0.20, 0.08], [-0.91, 0.29, 0.36], [0.11, 0.22, -0.50], [-0.08, 0.16, -0.14]]
}

=====

{
  "formula": "CH5INO",
  "method": "ωB97M-V/def2-TZVPD",
  "homo_lumo_gap_ev": 7.64,
  "relative_energy_kj_mol": 30.54,
  "charge": 1,
  "homo_energy_ev": -12.91,
  "energy_ev": -12748.5089,
  "elements": ["I", "O", "N", "C", "H", "H", "H", "H", "H"],
  "xyz": [[2.072, -0.994, -2.406], [-1.018, -0.231, 0.636], [0.472, 1.344, 1.159], [-0.795, 0.991, 1.021], [1.203, 0.621, 1.120], [2.153, -2.138, -3.559], [-1.884, -0.733, 0.559], [-1.451, 1.797, 0.796], [0.783, 2.312, 1.382]],
  "forces_ev_per_a": [[0.04, -0.27, -0.33], [-0.05, -0.60, 0.81], [-0.55, -0.35, 0.66], [2.15, -0.51, -2.42], [-0.43, 0.34, 0.13], [-0.06, 0.30, 0.35], [0.85, 1.68, 0.28], [-1.27, 0.44, 0.83], [-0.68, -1.03, -0.31]]
}

=====

{
  "formula": "C3H8O4S",
  "method": "ωB97M-V/def2-TZVPD",
  "homo_lumo_gap_ev": 10.07,
  "relative_energy_kj_mol": 170.97,
  "homo_energy_ev": -9.47,
  "smiles": "CS(=O)(=O)[C@@H](O)CO",
  "energy_ev": -22263.5664,
  "elements": ["S", "O", "O", "O", "O", "C", "C", "C", "H", "H", "H", "H", "H", "H", "H", "H"],
  "xyz": [[-0.524, -0.784, -0.046], [2.558, -0.177, 0.378], [0.459, -1.807, -0.361], [-1.331, -0.943, 1.158], [-0.723, 1.676, 0.874], [1.608, 0.507, 1.002], [0.149, 0.924, 0.074], [-1.623, -0.639, -1.479], [2.133, 1.421, 1.196], [-1.079, 1.062, 1.541], [-2.656, -0.934, -1.399], [-1.807, 0.447, -1.662], [-1.028, -1.235, -2.296], [0.474, 1.538, -0.838], [2.273, -0.988, 0.041], [1.114, -0.068, 1.815]],
  "forces_ev_per_a": [[-2.00, 0.07, -1.06], [2.61, 0.45, -1.02], [-0.13, 0.87, 0.22], [0.70, 0.24, -0.36], [0.36, -0.43, -0.57], [-3.58, 0.99, -0.48], [3.28, -0.06, 1.50], [1.25, -0.01, -1.49], [-0.73, 0.87, 1.08], [-0.02, 0.15, -0.04], [-0.07, -1.11, 0.62], [0.97, -0.65, -0.22], [-1.46, 1.54, 1.24], [-0.85, -1.45, 1.00], [-0.93, -2.19, -0.71], [0.61, 0.74, 0.28]]
}

=====

{
  "formula": "C52H83ClN12O5",
  "method": "ωB97M-V/def2-TZVPD",
  "homo_lumo_gap_ev": 8.14,
  "relative_energy_kj_mol": 157.20,
  "homo_energy_ev": -8.10,
  "energy_ev": -95900.1477,
  "elements": ["Cl", "O", "O", "O", "O", "O", "N", "N", "N", "N", "N", "N", "N", "N", "N", "N", "N", "N", "C", "C", "C", "C", "C", "C", "C", "C", "C", "C", "C", "C", "C", "C", "C", "C", "C", "C", "C", "C", "C", "C", "C", "C", "C", "C", "C", "C", "C", "C", "C", "C", "C", "C", "C", "C", "C", "C", "C", "C", "C", "C", "C", "C", "C", "C", "C", "C", "C", "C", "C", "C", "H", "H", "H", "H", "H", "H", "H", "H", "H", "H", "H", "H", "H", "H", "H", "H", "H", "H", "H", "H", "H", "H", "H", "H", "H", "H", "H", "H", "H", "H", "H", "H", "H", "H", "H", "H", "H", "H", "H", "H", "H", "H", "H", "H", "H", "H", "H", "H", "H", "H", "H", "H", "H", "H", "H", "H", "H", "H", "H", "H", "H", "H", "H", "H", "H", "H", "H", "H", "H", "H", "H", "H", "H", "H", "H", "H", "H", "H", "H", "H", "H", "H", "H"],
  "xyz": [[-1.152, 5.715, 3.057], [0.262, -1.187, -0.675], [-0.942, 6.624, 4.145], [0.113, 5.115, 2.675], [-2.086, 4.666, 3.419], [-1.685, 6.426, 1.910], [6.118, -2.474, 0.685], [2.627, 3.920, -2.317], [1.929, -0.888, 4.212], [3.349, 1.071, -0.184], [-1.753, 1.871, 4.920], [-2.734, -5.679, 0.331], [-7.608, 0.008, -1.879], [-0.908, 1.377, 0.485], [-3.631, 5.618, -0.390], [6.472, -0.432, -1.701], [-5.724, 0.951, 1.645], [-4.656, -2.664, -6.331], [5.051, -3.690, -0.833], [7.688, 0.180, -1.694], [-3.659, 4.381, -2.225], [-7.358, -0.898, -2.535], [-3.661, -2.413, -5.812], [0.553, -4.762, 0.538], [7.084, -3.132, -0.035], [-2.374, -2.167, -5.156], [5.346, 2.259, 2.572], [2.801, -1.353, 3.257], [1.431, -1.670, -1.265], [-4.701, -2.055, -2.354], [0.791, 3.699, -3.544], [-4.051, 3.593, -1.119], [1.068, 2.123, 1.888], [-0.455, -5.292, 1.565], [-2.398, -4.578, -4.221], [5.622, 2.319, 0.037], [-4.833, 0.953, 2.689], [1.306, -2.945, 3.740], [-1.960, 2.204, 1.135], [2.103, 3.341, -3.451], [-1.747, -5.500, 0.885], [0.588, -5.438, -0.808], [6.451, -3.966, -0.916], [-7.050, -2.032, -3.403], [-4.054, -0.159, 2.567], [-3.388, 5.641, -1.730], [5.528, 0.430, -2.205], [2.463, -2.645, 2.963], [4.886, -2.788, 0.185], [6.295, 2.033, 1.387], [-2.385, 0.293, -1.328], [-1.261, 1.241, -0.967], [0.400, -0.753, 0.659], [-0.989, 0.774, 5.198], [1.642, 4.630, -1.689], [-1.595, -3.476, -4.886], [-5.886, -2.883, -2.850], [1.014, -1.854, 4.510], [0.398, 2.153, 0.547], [-0.766, 0.044, 1.159], [6.157, 1.609, -2.514], [-2.907, 1.845, 5.638], [4.350, 1.628, -0.089], [-4.125, 4.407, -0.003], [-1.737, -0.047, 6.016], [-5.524, -0.144, 0.863], [-2.951, 0.630, 6.284], [-4.446, -0.820, 1.372], [0.486, 4.515, -2.414], [7.521, 1.469, -2.144], [-3.797, -2.656, -2.430], [5.549, 3.402, -0.078], [-6.275, -3.577, -2.105], [-1.533, 2.242, -1.315], [4.311, -4.067, -1.519], [-3.569, 2.691, 5.685], [0.406, -1.660, 1.292], [-0.075, 0.569, 4.665], [-3.792, 0.272, 6.854], [-1.808, -1.578, -5.881], [0.426, -3.683, 0.443], [-2.013, -0.727, -1.267], [-4.101, -1.756, 0.958], [-4.310, 4.158, 1.028], [-4.657, -1.089, -2.853], [-3.198, 0.333, -0.600], [-3.283, -0.513, 3.234], [2.733, 2.674, -4.016], [0.053, 3.145, 0.257], [-1.935, -5.541, -4.442], [8.586, -0.238, -1.272], [0.799, -6.509, -0.771], [8.276, 2.232, -2.236], [-6.124, -0.287, -0.019], [-3.262, 6.365, 0.180], [-0.164, -6.230, 2.036], [1.395, -4.988, -1.394], [-4.946, 1.703, 3.452], [-3.376, -4.660, -4.706], [-4.393, 2.567, -1.135], [0.847, -3.912, 3.865], [-6.339, 1.698, 1.369], [8.121, -2.974, 0.210], [-2.765, 0.534, -2.316], [6.604, 0.984, 1.413], [-0.715, -3.184, -4.312], [6.932, -4.683, -1.560], [-2.966, 1.862, 0.921], [-2.581, -4.477, -3.153], [1.920, 0.053, 4.566], [2.010, -2.342, -0.616], [2.036, 2.622, 1.870], [-3.088, 6.515, -2.281], [4.728, 1.357, 2.668], [6.252, -1.392, -1.482], [-0.314, -5.328, -1.414], [5.642, 2.433, -2.984], [1.762, 5.045, -0.699], [1.349, 1.099, 2.144], [-1.796, 2.243, 2.207], [1.540, -4.875, 0.998], [3.463, -0.619, 2.823], [-0.689, -4.574, 2.352], [-4.844, -1.901, -1.282], [-1.690, -0.512, 1.005], [1.402, -0.350, 0.837], [6.251, 1.990, -0.797], [0.207, -1.738, 5.214], [1.032, 1.812, -0.267], [7.208, 2.617, 1.492], [4.634, 3.068, 2.394], [6.276, -1.790, 1.402], [-1.416, 2.598, 4.305], [-7.945, -2.623, -3.580], [0.455, 2.586, 2.660], [-6.708, -1.651, -4.369], [3.986, -2.375, 0.608], [-0.684, 0.219, 2.228], [-0.441, 4.912, -2.030], [5.820, 2.401, 3.539], [-3.496, 4.056, -3.240], [1.257, -2.222, -2.187], [3.442, 3.562, -1.851], [-5.551, -3.492, -3.694], [-1.872, 3.197, 0.705], [-1.292, -3.831, -5.872], [0.103, 3.512, -4.352], [-1.412, -0.962, 6.486], [-2.552, -1.583, -4.254], [2.924, -3.355, 2.299], [4.545, 0.060, -2.440], [2.105, -0.840, -1.525], [-0.377, 0.978, -1.541]],
  "forces_ev_per_a": [[0.41, 0.66, -0.73], [-0.93, 0.03, -0.49], [-0.22, -0.27, 0.03], [-0.09, -0.32, 0.06], [-0.08, -0.43, 0.28], [-0.07, -0.12, 0.15], [-0.11, 0.10, -0.29], [-0.24, -0.20, -0.08], [-0.20, 0.00, -0.21], [-0.06, -0.06, 0.11], [1.04, 0.39, -0.12], [-0.20, 0.08, -0.15], [0.03, 0.17, 0.24], [0.16, -0.44, -0.06], [-0.01, 1.14, -0.24], [-0.62, 0.22, -0.21], [-0.04, -0.01, -0.13], [0.08, 0.13, 0.11], [0.51, -0.11, -0.02], [0.29, 0.69, 0.50], [0.52, 0.25, 0.19], [-0.27, -0.14, -0.31], [-0.18, -0.22, 0.09], [0.71, 0.15, 0.90], [-0.01, -0.24, 0.81], [-0.05, -0.18, -0.36], [-0.50, -0.49, -0.17], [-0.07, 0.62, 0.00], [1.43, 0.25, -0.09], [-0.74, -0.68, 0.83], [-0.63, 0.42, -0.13], [-1.14, -0.23, 0.33], [0.34, -0.38, 0.34], [-1.11, 0.08, -0.63], [-0.41, -0.42, -0.48], [0.67, 0.25, 1.18], [-0.73, 0.40, 0.12], [0.41, -0.31, 0.42], [-0.06, 0.47, 0.11], [0.46, -0.26, 0.37], [0.19, -0.30, 0.28], [0.18, -0.11, -0.82], [-0.05, 0.42, -0.42], [0.75, -0.02, -0.06], [0.55, -0.40, -0.09], [-0.13, -0.97, -0.40], [0.73, -0.72, -1.20], [-0.46, -0.22, 0.13], [-0.31, 0.01, -0.03], [-0.24, -0.22, 0.60], [0.15, -0.35, 1.12], [-0.25, 0.66, -1.27], [0.92, -1.73, 0.73], [-0.75, -0.63, -0.28], [-0.37, -0.33, 0.47], [-0.43, 0.50, -0.17], [-0.25, -0.27, -0.71], [-0.20, -0.27, -0.13], [-0.48, 0.59, -0.56], [-0.31, 0.20, -0.58], [-0.33, -0.84, -1.47], [-0.04, -0.47, -0.16], [-0.07, 0.48, 0.24], [1.17, -0.31, -0.59], [0.22, 0.16, 0.23], [0.37, 0.39, -0.39], [-0.20, 0.29, 0.10], [-0.63, -0.55, -0.05], [0.55, 0.04, 0.54], [0.14, -0.21, -0.95], [0.21, 0.31, -0.24], [-0.55, 0.01, -0.04], [0.22, 0.10, 0.20], [0.05, 0.11, 0.33], [-0.20, -0.16, 0.29], [-0.08, -0.02, -0.25], [-0.06, 0.17, 0.09], [-0.03, 0.26, 0.10], [0.14, 0.02, 0.22], [0.13, 0.24, 0.30], [-0.24, -0.04, -0.19], [-0.07, -0.13, -0.41], [0.22, -0.01, 0.21], [-0.03, 0.18, 0.06], [0.33, -0.04, -0.09], [-0.18, 0.22, -0.24], [-0.04, 0.24, 0.19], [-0.14, 0.10, -0.30], [0.46, 0.21, 0.18], [0.16, 0.01, 0.40], [-0.14, -0.35, -0.06], [-0.01, 0.02, 0.27], [0.10, -0.09, 0.06], [0.02, -0.08, -0.01], [-0.38, -0.27, 0.57], [0.12, -0.03, -0.10], [-0.01, -0.06, 0.02], [0.36, -0.02, 0.07], [-0.01, 0.12, 0.08], [0.05, 0.01, -0.09], [-0.09, 0.01, -0.18], [-0.09, 0.02, 0.30], [0.05, -0.20, -0.06], [0.03, -0.02, -0.07], [0.12, 0.02, -0.13], [0.13, -0.22, -0.07], [0.01, 0.13, -0.14], [0.13, -0.46, 0.03], [0.24, 0.09, 0.06], [0.08, -0.04, 0.05], [-0.24, 0.02, 0.18], [-0.21, 0.44, -0.25], [0.17, 0.16, 0.30], [-0.05, 0.12, 0.08], [0.31, -0.03, 0.07], [-0.15, 0.12, 0.28], [0.24, 0.21, 0.09], [0.23, 0.15, -0.11], [-0.24, 0.09, 0.24], [-0.02, -0.02, -0.04], [0.01, 0.02, -0.03], [0.34, -0.36, -0.06], [0.43, 0.07, 0.06], [0.12, 0.42, -0.05], [-0.03, 0.12, -0.05], [-0.27, 0.53, -0.27], [-0.34, 0.33, 1.27], [0.20, 0.23, 0.06], [0.09, -0.31, 0.18], [-0.06, 0.16, -0.21], [0.24, 0.19, 0.05], [0.09, -0.03, 0.02], [-0.43, 0.51, 0.32], [-0.05, -0.02, 0.07], [0.09, 0.02, 0.05], [-0.24, 0.20, 0.01], [0.05, 0.18, -0.05], [0.12, -0.01, 0.05], [-0.19, 0.08, -0.55], [0.25, 0.12, -0.08], [-0.21, 0.02, -0.04], [-0.64, 0.05, 0.07], [0.13, 0.21, -0.06], [-0.13, -0.08, 0.04], [-0.01, 0.09, 0.19], [0.28, -0.07, 0.10], [0.12, -0.28, -0.05], [-0.08, -0.12, -0.20], [0.06, 0.03, 0.01], [0.23, 0.23, -0.12], [-0.06, 0.18, 0.20], [-0.08, -0.07, 0.13], [0.20, -0.11, 0.31]]
}